# 1
# C13H17P

2 unconnected molecules or ions with the total composition C13H17P (ωB97M-V/def2-TZVPD, OMol25).

Values from the calculation:
Energy above the lowest of the compared OMol25 structures with the same formula, charge and spin (eV): 6.782
Gap between HOMO and LUMO (spin up / spin down) (eV): 8.2064 / 7.8894

```
! wB97M-V def2-TZVPD RIJCOSX def2/J DEFGRID3
* xyz 0 1
C 3.74 -0.89 0.59
C 3.41 -0.65 -0.67
C 2.71 -0.96 1.54
C 2.12 -0.46 -1.09
C 1.46 -0.66 1.20
C 1.12 -0.41 -0.10
C -2.09 -2.34 -2.63
C 0.20 2.70 0.43
C 0.81 2.59 -0.91
C -2.92 -0.78 0.97
C -1.80 -1.73 1.21
C -0.54 1.90 -0.61
C -1.48 -0.32 0.83
P -0.58 0.01 -0.73
H 4.73 -1.19 0.83
H 4.22 -0.70 -1.39
H 2.97 -1.06 2.56
H 1.91 -0.11 -2.01
H 0.64 -0.68 1.93
H -2.82 -1.89 -3.32
H -1.28 -2.81 -3.15
H 0.78 2.19 1.22
H 0.05 3.76 0.90
H 0.68 3.33 -1.67
H 1.66 2.01 -1.07
H -3.53 -0.67 0.08
H -3.44 -0.32 1.74
H -1.52 -2.22 2.19
H -1.51 -2.31 0.41
H -1.42 2.31 -1.11
H -1.27 0.15 1.82
*
```

=====

# 2
# C3H4N2O3

A molecular structure, C3H4N2O3 (ωB97M-V/def2-TZVPD, OMol25).

Values from the calculation:
Energy above the lowest of the compared OMol25 structures with the same formula, charge and spin (eV): 5.733
Gap between HOMO and LUMO (eV): 9.0014

```
! wB97M-V def2-TZVPD RIJCOSX def2/J DEFGRID3
* xyz 0 1
C -0.14 0.40 -0.19
C 0.60 -0.82 -0.09
C -1.60 -0.06 -0.10
H -0.11 2.17 0.88
H 0.90 2.28 -0.75
H 2.00 0.54 0.27
H 0.09 -2.81 0.33
N 0.66 1.64 0.13
N -0.21 -1.88 -0.08
O 2.05 -0.61 -0.25
O -1.50 -1.48 0.08
O -2.73 0.63 -0.23
*
```

=====

# 3
# C16H25ClMnS

A molecular structure, C16H25ClMnS (ωB97M-V/def2-TZVPD, OMol25).

Values from the calculation:
Gap between HOMO and LUMO (spin up / spin down) (eV): 5.4398 / 6.5556

```
! wB97M-V def2-TZVPD RIJCOSX def2/J DEFGRID3
* xyz 2 4
C 0.09 3.66 -1.56
C 0.39 3.12 -2.90
C -1.27 4.14 -1.27
C 1.20 4.10 -0.70
Cl -0.37 1.09 -0.24
H -1.45 5.16 -1.66
H -1.44 4.15 -0.19
H -2.01 3.47 -1.73
H 0.56 3.92 -3.65
H -0.44 2.50 -3.26
H 1.30 2.51 -2.87
H 1.55 5.12 -0.95
H 2.06 3.42 -0.81
H 0.89 4.11 0.35
C -1.48 -3.39 0.55
C -2.54 -2.51 1.00
C -2.66 -1.46 0.00
H -3.23 -2.69 1.82
C -1.82 -1.82 -1.10
C -1.13 -3.02 -0.78
H -0.52 -3.61 -1.47
H -1.18 -4.33 1.03
H -3.42 -0.67 0.00
H -1.75 -1.29 -2.05
C 0.50 -1.84 2.78
C -0.84 -2.24 3.11
C -1.65 -1.05 3.20
H -1.14 -3.26 3.36
C -0.81 0.08 2.96
C 0.50 -0.40 2.66
H 1.38 0.21 2.48
H 1.37 -2.49 2.74
H -2.70 -1.00 3.49
H -1.11 1.13 2.99
Mn -0.90 -1.32 1.24
C 3.50 -1.13 0.07
S 2.02 -2.09 -0.18
C 1.82 -1.88 -1.95
H 3.50 -0.77 1.11
H 3.53 -0.29 -0.63
H 4.37 -1.79 -0.08
H 2.71 -1.40 -2.37
H 1.71 -2.88 -2.39
H 0.94 -1.26 -2.15
*
```

=====

# 4
# C46H41F12N4O5PPbS

A molecular structure, C46H41F12N4O5PPbS (ωB97M-V/def2-TZVPD, OMol25).

Values from the calculation:
Energy above the lowest of the compared OMol25 structures with the same formula, charge and spin (eV): 0.000
Gap between HOMO and LUMO (eV): 5.4948

```
! wB97M-V def2-TZVPD RIJCOSX def2/J DEFGRID3
* xyz -2 1
Pb -0.14 0.22 0.50
C -2.31 -0.36 -6.05
C -1.92 0.16 -4.69
C -0.82 0.99 -4.51
C -0.54 1.51 -3.27
C -1.33 1.25 -2.13
N -1.01 1.87 -0.93
C -0.67 3.20 -1.00
C -1.31 3.98 -2.00
C -0.97 5.28 -2.30
C 0.03 5.91 -1.58
C 0.49 7.31 -1.93
C 0.56 5.23 -0.50
C 0.23 3.92 -0.15
C 0.78 3.40 1.20
O 0.96 2.10 1.43
C 2.18 4.06 1.53
F 2.19 5.36 1.95
F 3.02 4.00 0.48
F 2.79 3.39 2.53
C -0.21 3.97 2.30
F -0.57 5.27 2.12
F -1.35 3.27 2.35
F 0.33 3.93 3.55
C -2.39 0.31 -2.29
C -2.66 -0.17 -3.57
C -3.22 -0.15 -1.07
O -2.54 -0.71 -0.08
C -4.08 1.11 -0.61
F -3.47 1.90 0.27
F -4.45 1.90 -1.66
F -5.26 0.77 -0.01
C -4.34 -1.19 -1.49
F -5.33 -0.74 -2.30
F -4.96 -1.70 -0.40
F -3.83 -2.28 -2.11
H -1.49 -0.22 -6.77
H -2.55 -1.43 -6.01
H -3.19 0.16 -6.43
H -0.18 1.23 -5.36
H 0.32 2.15 -3.13
H -2.10 3.51 -2.57
H -1.49 5.81 -3.09
H 0.37 7.48 -3.01
H -0.10 8.07 -1.41
H 1.53 7.46 -1.67
H 1.27 5.78 0.10
H -3.50 -0.84 -3.74
N -2.31 -3.73 1.60
C -2.55 -4.01 2.95
C -3.75 -4.59 3.33
C -3.99 -4.91 4.67
C -3.05 -4.63 5.63
C -1.83 -4.05 5.25
C -1.57 -3.78 3.92
S 0.03 -3.15 3.44
N -0.04 -3.11 1.78
C -1.09 -3.32 1.10
C -1.01 -3.25 -0.38
C -1.63 -4.23 -1.15
C -1.50 -4.18 -2.53
C -0.80 -3.14 -3.09
C -0.21 -2.20 -2.24
N -0.29 -2.27 -0.92
H -3.11 -3.61 1.00
H -4.51 -4.78 2.59
H -4.93 -5.37 4.94
H -3.23 -4.84 6.67
H -1.09 -3.80 5.99
H -2.19 -5.03 -0.67
H -1.97 -4.94 -3.14
H -0.71 -3.03 -4.16
H 0.35 -1.36 -2.63
C 2.37 -0.64 5.56
C 2.64 0.11 4.27
O 2.96 -0.82 3.25
P 2.75 -0.36 1.68
O 4.35 -0.02 1.41
C 4.73 1.09 0.61
C 5.61 2.03 1.42
O 2.68 -1.84 1.04
C 3.67 -2.84 1.14
C 4.11 -3.25 -0.25
H 2.12 0.06 6.36
H 3.26 -1.21 5.84
H 1.55 -1.34 5.42
H 3.47 0.82 4.40
H 1.76 0.70 3.97
H 3.85 1.62 0.25
H 5.28 0.71 -0.26
H 5.06 2.41 2.27
H 5.92 2.87 0.79
H 6.50 1.51 1.78
H 3.23 -3.69 1.67
H 4.53 -2.47 1.72
H 3.24 -3.58 -0.82
H 4.84 -4.06 -0.21
H 4.55 -2.39 -0.77
C 1.54 0.15 -1.09
C 2.47 0.17 -1.87
C 3.52 0.19 -2.84
C 3.91 -0.97 -3.51
C 4.89 -0.93 -4.49
C 5.50 0.28 -4.82
C 5.13 1.44 -4.14
C 4.16 1.40 -3.16
H 3.44 -1.91 -3.26
H 5.18 -1.84 -5.00
H 6.26 0.32 -5.59
H 5.60 2.38 -4.39
H 3.86 2.29 -2.63
*
```

=====

# 5
# C8H17NO

C8H17NO in the gas phase (ωB97M-V/def2-TZVPD, OMol25).

Values from the calculation:
Energy above the lowest of the compared OMol25 structures with the same formula, charge and spin (eV): 0.161
Gap between HOMO and LUMO (eV): 10.3394
SMILES string: CC[C@H](C(N)=O)[C@@H](C)CC

```
! wB97M-V def2-TZVPD RIJCOSX def2/J DEFGRID3
* xyz 0 1
C 2.45 -0.99 0.23
C 1.03 -1.56 0.15
C -0.02 -0.73 0.90
C -1.24 -1.63 1.08
N -2.13 -1.64 0.06
O -1.39 -2.33 2.05
C -0.38 0.66 0.33
C 0.43 1.75 1.04
C -0.22 0.80 -1.19
C -1.06 1.94 -1.77
H 2.73 -0.83 1.27
H 2.53 -0.05 -0.30
H 3.15 -1.69 -0.21
H 1.04 -2.55 0.60
H 0.75 -1.69 -0.90
H 0.36 -0.58 1.92
H -2.04 -1.05 -0.75
H -2.94 -2.23 0.14
H -1.43 0.84 0.57
H 0.24 1.71 2.11
H 0.14 2.74 0.69
H 1.49 1.62 0.88
H -0.52 -0.13 -1.70
H 0.83 0.97 -1.44
H -2.12 1.79 -1.54
H -0.95 1.98 -2.85
H -0.75 2.90 -1.36
*
```

=====

# 6
# C4H8N2O

C4H8N2O in the gas phase (ωB97M-V/def2-TZVPD, OMol25).

Values from the calculation:
Energy above the lowest of the compared OMol25 structures with the same formula, charge and spin (eV): 4.040
Gap between HOMO and LUMO (eV): 9.4889
SMILES string: C[C@@]12O[C@@H]1C2(N)N

```
! wB97M-V def2-TZVPD RIJCOSX def2/J DEFGRID3
* xyz 0 1
C 1.84 0.75 -0.50
C 0.79 -0.24 -0.14
O 1.00 -1.62 0.13
C 0.24 -0.85 1.06
C -0.71 -0.27 0.02
N -1.48 -1.17 -0.77
N -1.36 0.99 0.28
H 2.73 0.57 0.10
H 1.47 1.75 -0.31
H 2.09 0.65 -1.55
H 0.44 -0.80 2.11
H -1.65 -0.79 -1.69
H -2.36 -1.40 -0.33
H -2.26 0.85 0.72
H -0.80 1.58 0.88
*
```

=====

# 7
# C7H12N2O6

C7H12N2O6 in the gas phase (ωB97M-V/def2-TZVPD, OMol25).

Values from the calculation:
Energy above the lowest of the compared OMol25 structures with the same formula, charge and spin (eV): 1.939
Gap between HOMO and LUMO (eV): 10.2157
SMILES string: N[C@@H](CC(=O)O)C(=O)N[C@@H](CO)C(=O)O

```
! wB97M-V def2-TZVPD RIJCOSX def2/J DEFGRID3
* xyz 0 1
N -1.82 1.55 1.82
C -1.42 0.44 0.99
C -2.60 -0.12 0.06
C -2.29 -1.39 -0.64
O -1.48 -2.15 -0.23
O -2.97 -1.53 -1.77
C -0.30 0.76 0.16
O -0.23 1.68 -0.66
N 0.67 -0.21 0.34
C 1.96 -0.37 -0.53
C 2.60 0.96 -0.92
O 2.15 1.46 -2.20
C 2.92 -1.15 0.40
O 3.83 -1.85 0.03
O 2.60 -1.06 1.74
H -2.31 1.29 2.65
H -2.12 2.32 1.35
H -1.28 -0.36 1.76
H -3.45 -0.20 0.66
H -2.83 0.73 -0.74
H -2.90 -2.49 -2.02
H 0.38 -1.10 0.70
H 1.75 -1.10 -1.36
H 3.69 0.98 -1.06
H 2.48 1.77 -0.04
H 1.24 1.73 -2.14
H 1.69 -0.63 1.65
*
```

=====

# 8
# C18H40OOsP2Si

A molecular structure, C18H40OOsP2Si (ωB97M-V/def2-TZVPD, OMol25).

Values from the calculation:
Energy above the lowest of the compared OMol25 structures with the same formula, charge and spin (eV): 2.663
Gap between HOMO and LUMO (spin up / spin down) (eV): 7.7212 / 5.5885

```
! wB97M-V def2-TZVPD RIJCOSX def2/J DEFGRID3
* xyz 2 5
P -2.98 0.35 -2.10
P 0.25 0.37 -2.44
C -2.25 0.13 -3.78
C -0.70 0.30 -3.98
H -2.81 0.83 -4.43
H -2.56 -0.87 -4.15
H -0.33 -0.58 -4.53
H -0.48 1.21 -4.57
C 0.96 2.02 -2.19
H 1.97 1.94 -1.78
H 0.37 2.53 -1.42
H 0.94 2.59 -3.13
C 1.68 -0.69 -2.64
H 2.25 -0.28 -3.49
H 1.33 -1.71 -2.85
H 2.27 -0.66 -1.71
C -3.62 1.64 0.83
H -3.81 0.57 0.75
H -4.43 2.16 1.39
H -2.70 1.87 1.38
C -4.31 -0.90 -2.10
H -3.90 -1.88 -2.41
H -5.13 -0.59 -2.78
H -4.70 -1.02 -1.07
Os -2.80 2.59 -0.85
C -2.36 3.12 -2.78
C -1.59 3.97 -1.92
C -1.97 5.31 -1.42
C -3.43 5.37 -0.93
C -3.99 4.04 -0.42
C -4.65 3.03 -1.27
C -4.88 3.14 -2.76
C -3.59 3.56 -3.49
C -2.00 -0.29 -0.73
H -1.74 2.42 -3.35
H -0.53 3.93 -2.19
H -1.75 6.08 -2.17
H -1.29 5.55 -0.59
H -3.43 6.08 -0.11
H -4.04 5.81 -1.72
H -4.46 4.12 0.56
H -5.40 2.45 -0.73
H -5.72 3.80 -3.01
H -5.15 2.13 -3.11
H -3.55 3.11 -4.50
H -3.57 4.65 -3.65
H -0.98 -0.63 -1.03
H -2.57 -1.07 -0.18
H -1.79 0.57 -0.02
C 1.45 -1.86 0.85
Si 1.62 -0.02 1.36
C 1.37 -0.15 3.24
C 3.41 0.52 0.96
O 0.62 0.91 0.57
H 2.40 -2.40 0.91
H 1.07 -1.97 -0.17
H 0.75 -2.37 1.51
H 2.20 -0.65 3.76
H 1.24 0.82 3.72
H 0.47 -0.74 3.47
H 3.68 0.31 -0.09
H 3.54 1.60 1.11
H 4.16 0.01 1.58
*
```

=====

Short version: largest force on an atom = 4.19, 7.38, 3.21, 1.18, 0.55, 0.96, 5.09, 5.51 eV/Å, in the order given.
Short version: energy = -23037.460, -12293.263, -71656.937, -122550.640, -12110.209, -9302.354, -22718.389, -50263.181 eV, in the order given.